[1]
A molecular structure, C29H36IrN5O3SSe2Te2, computed with ωB97M-V/def2-TZVPD.

Structure (XYZ):
```
79
C29H36IrN5O3SSe2Te2 ωB97M-V/def2-TZVPD
Ir -0.4951 0.9079 -0.8187
Se 0.4282 1.3068 -3.0510
Te 2.6011 2.4501 -2.8226
Te 2.4316 3.5573 -0.3508
Se 0.1930 2.9417 0.4015
C -2.7773 3.6616 -3.2106
N -2.9129 2.2664 -3.5611
C -2.9057 1.8250 -4.9551
C -2.7862 0.2966 -4.8309
N -3.0738 0.0919 -3.4115
C -2.9794 1.2404 -2.7232
S -2.9534 1.3376 -1.0136
H -1.8307 4.0447 -3.5953
H -2.7874 3.7548 -2.1282
H -3.6004 4.2374 -3.6357
H -2.0609 2.2696 -5.4814
H -3.8298 2.1331 -5.4479
H -1.7809 -0.0537 -5.0734
H -3.5048 -0.2273 -5.4565
H -2.8788 -0.7745 -2.9389
C 3.6492 -1.5757 -2.0220
C 3.0210 -2.8393 -1.4541
N 2.5300 -3.7564 -2.4783
C 3.5301 -4.4495 -3.2946
C 3.5525 -3.9613 -4.7352
C 1.2458 -4.1606 -2.6175
O 0.9166 -5.1048 -3.3195
C 0.1750 -3.4249 -1.8595
C -0.8107 -4.1382 -1.1924
C -1.8246 -3.4443 -0.5511
C -1.8295 -2.0617 -0.6112
N -0.9091 -1.3741 -1.2933
C 0.0706 -2.0459 -1.8973
H 3.9683 -0.9267 -1.2056
H 2.9357 -1.0159 -2.6299
H 4.5169 -1.8071 -2.6406
H 2.2084 -2.5756 -0.7828
H 3.7644 -3.3780 -0.8562
H 3.3133 -5.5177 -3.2689
H 4.4978 -4.2877 -2.8185
H 2.5871 -4.1400 -5.2059
H 4.3124 -4.4996 -5.3017
H 3.7775 -2.8951 -4.7850
H -0.7744 -5.2199 -1.1840
H -2.6021 -3.9642 -0.0096
H -2.5865 -1.4700 -0.1113
H 0.7960 -1.4461 -2.4322
C -3.3361 4.6038 4.0981
C -2.0455 3.9058 4.4329
C -1.1338 4.5255 5.2930
C 0.0994 3.9499 5.6148
C 0.4378 2.7310 5.0971
C -0.4822 2.0631 4.2489
N -0.1929 0.8828 3.6662
C 0.8900 0.0252 3.8529
C 1.4546 -0.2235 5.1057
C 2.5224 -1.0943 5.2110
C 3.0384 -1.7127 4.0779
C 2.4634 -1.4804 2.8358
C 1.3715 -0.6410 2.7098
C 0.7454 -0.4131 1.3575
O 1.4553 -0.4341 0.3456
O -0.5108 -0.1570 1.3339
C -1.7350 2.6619 3.9024
C -2.6637 1.9381 2.9716
H -3.3679 5.5901 4.5560
H -4.1976 4.0401 4.4590
H -3.4490 4.7287 3.0209
H -1.3835 5.4956 5.7035
H 0.7952 4.4831 6.2474
H 1.4150 2.3099 5.2723
H -0.7155 0.6104 2.8050
H 1.0271 0.2245 5.9913
H 2.9475 -1.3003 6.1836
H 3.8793 -2.3866 4.1659
H 2.8529 -1.9497 1.9432
H -2.8129 0.9016 3.2777
H -2.2591 1.9208 1.9539
H -3.6379 2.4134 2.9286
```

LUMO energy (alpha / beta) = -2.7 / -5.4 eV
Total charge = +1
Spin multiplicity = 6
E = -7467.45134 Eh
HOMO energy (alpha / beta) = -8.7 / -9.9 eV
⟨S²⟩ = 8.8168
Energy relative to the best compared isomer or geometry (same formula, charge and spin) = 1.7 kJ/mol

=====

[2]
A molecular structure, C29H36N2O2P2Pb in a non-equilibrium geometry, computed with ωB97M-V/def2-TZVPD.

Structure (XYZ):
```
72
C29H36N2O2P2Pb ωB97M-V/def2-TZVPD
C -0.4653 2.3969 -1.9721
C -0.0485 1.2343 -2.8495
N 0.3100 0.0890 -2.2524
C 0.2554 -1.0928 -2.9698
C 0.2528 -1.0005 -4.3887
C 0.0952 0.2190 -5.0238
C -0.1236 1.3614 -4.2400
C 0.1205 -2.3172 -2.2748
P 0.3041 -2.5084 -0.5297
H -0.3595 2.3411 -4.6565
H 0.3414 -1.9319 -4.9395
H 0.1209 0.3048 -6.1153
C 1.5720 3.2061 -0.8928
C -0.4956 3.0921 0.3746
H 0.0360 -3.2348 -2.8770
H -1.5324 2.2987 -1.7131
H -0.3387 3.3413 -2.5291
C 1.6720 -3.6560 -0.1735
C -1.1640 -3.3970 0.1123
H 1.8228 -3.6916 0.9143
H 1.4201 -4.6606 -0.5412
H 2.5884 -3.2930 -0.6569
H -1.3236 -3.0723 1.1461
H -2.0413 -3.1563 -0.5028
H -0.9852 -4.4803 0.0944
H -0.8007 4.1097 0.0816
H -1.3962 2.4876 0.5487
H 0.0937 3.1465 1.2999
H 1.3702 4.2368 -1.2275
H 2.1186 3.2376 0.0579
H 2.1897 2.7009 -1.6447
Pb 1.0525 0.1132 0.2156
H 2.9086 0.4821 -0.2276
O -2.2042 -0.2243 -0.5765
H -1.6321 -1.0270 -0.6561
H -2.6204 -0.1699 -1.4537
N 0.3033 2.4711 -0.6982
O -0.1098 -1.8071 2.8222
P -0.1455 -0.7012 3.8580
C 1.4934 0.0887 3.8269
C 2.5425 -0.8582 3.8464
C 3.8665 -0.4644 3.9836
C 4.1806 0.8953 4.0742
C 3.1584 1.8428 3.9965
C 1.8165 1.4560 3.8590
C -1.8302 -0.0366 3.8974
C -2.7941 -1.0341 4.1482
C -4.1269 -0.7137 4.3695
C -4.5419 0.6226 4.3117
C -3.6061 1.6175 4.0163
C -2.2537 1.3009 3.7983
C -0.0405 -1.3508 5.5665
C 0.0962 -2.7042 5.8423
C 0.2145 -3.0948 7.1801
C 0.2002 -2.1435 8.2005
C 0.0580 -0.7864 7.8964
C -0.0655 -0.3901 6.5658
H 2.3201 -1.9256 3.7528
H 4.6400 -1.2287 4.0412
H 5.2165 1.2030 4.2337
H 3.4056 2.9037 4.0806
H 1.0290 2.2048 3.7859
H -2.4974 -2.0839 4.1905
H -4.8281 -1.5165 4.5927
H -5.5855 0.8748 4.5198
H -3.9252 2.6635 3.9798
H -1.5253 2.0767 3.5718
H 0.0999 -3.4105 5.0130
H 0.3138 -4.1531 7.4128
H 0.2952 -2.4515 9.2403
H 0.0372 -0.0237 8.6705
H -0.1842 0.6551 6.2837
```

LUMO energy (alpha / beta) = -13.1 / -13.1 eV
Total charge = +3
Spin multiplicity = 2
E = -2261.09944 Eh
HOMO energy (alpha / beta) = -15.7 / -15.7 eV
⟨S²⟩ = 0.7910
Energy relative to the best compared isomer or geometry (same formula, charge and spin) = 0.0 kJ/mol

=====

[3]
10 unconnected molecules or ions with the total composition C29H37Cl4F5O24 in a non-equilibrium geometry, computed with ωB97M-V/def2-TZVPD.

Structure (XYZ):
```
99
C29H37Cl4F5O24 ωB97M-V/def2-TZVPD
O 2.1699 0.6480 2.6875
C 3.3648 0.2527 2.8532
O 3.6617 -1.0306 3.2021
C 5.0125 -1.3074 2.8543
C 5.5803 0.0873 2.8142
F 6.3804 0.1361 1.7517
O 4.4430 0.8519 2.4183
H 5.4187 -2.0208 3.5713
H 5.0971 -1.7518 1.8626
H 6.1051 0.2541 3.7549
O 1.5760 -5.6205 4.3067
C 1.1939 -4.9218 3.4000
O 0.9623 -5.3046 2.1144
C 0.3873 -4.2384 1.3634
C 0.9130 -3.0499 2.2066
F 0.0680 -2.0578 2.1626
O 0.9015 -3.6424 3.4781
H 0.6611 -4.0970 0.3179
H -0.6966 -4.3419 1.4125
H 1.9149 -2.6561 2.0354
O 2.6870 -0.9280 0.2890
C 3.4512 -1.3802 -0.5591
O 3.1779 -2.1744 -1.5616
C 4.2810 -2.6174 -2.2288
C 5.3418 -1.7028 -1.6099
F 5.7203 -0.7701 -2.4719
O 4.6449 -1.0039 -0.5924
H 4.4369 -3.6836 -2.0646
H 4.2209 -2.4879 -3.3095
H 6.2864 -2.1516 -1.3025
O -1.7652 6.8243 1.2877
C -0.7628 6.1717 1.2245
O -0.6330 4.8559 1.4986
C 0.6487 4.3816 1.1890
C 1.5546 5.5887 1.2195
F 2.4178 5.5918 0.1943
O 0.5077 6.5783 0.9582
H 0.8134 3.7525 2.0638
H 0.8310 3.8131 0.2770
H 2.0514 5.7293 2.1795
O -1.4072 -0.3276 -4.1790
C -1.0661 -1.2920 -3.4956
O 0.0791 -1.4479 -2.8377
C -0.0575 -2.4424 -1.9216
C -1.1544 -3.2996 -2.4654
F -1.9495 -3.6948 -1.5156
O -1.8490 -2.3272 -3.1884
H 0.7882 -3.1147 -1.7771
H -0.2815 -1.9421 -0.9794
H -0.9168 -4.1109 -3.1535
C -5.0043 -4.3462 0.1014
C -4.2178 -3.0988 0.6404
C -5.0823 -2.1848 1.4546
O -4.5639 -2.2413 2.8189
C -3.4859 -2.8639 2.8452
O -2.7018 -2.9629 3.8103
O -3.2917 -3.4683 1.6841
H -4.3209 -5.1614 -0.1365
H -5.6605 -4.1950 -0.7557
H -5.6131 -4.6609 0.9491
H -3.8050 -2.5717 -0.2198
H -6.1578 -2.3551 1.5029
H -5.0088 -1.1459 1.1329
C -3.9281 3.7116 0.4529
C -4.7063 2.9536 -0.6156
C -3.9853 2.8987 -1.9354
O -4.1192 1.5792 -2.3306
C -4.5423 0.8591 -1.3140
O -4.8022 -0.3339 -1.3376
O -4.7021 1.6173 -0.2801
H -2.8710 3.4487 0.4909
H -4.3914 3.5029 1.4172
H -3.9697 4.7902 0.3008
H -5.7514 3.2446 -0.7213
H -2.9206 3.1256 -1.8785
H -4.4273 3.6123 -2.6307
C 0.9347 2.2158 -3.4809
C 2.0406 1.2035 -3.7338
C 1.8848 0.5608 -5.0668
O 3.1855 0.5292 -5.6475
C 3.9666 1.3566 -5.0013
O 5.1502 1.5877 -5.2664
O 3.3089 1.8299 -3.8897
H -0.0674 1.7883 -3.5152
H 1.0482 2.9502 -4.2782
H 1.1511 2.8726 -2.6384
H 2.1959 0.5066 -2.9103
H 1.2086 1.1783 -5.6579
H 1.3770 -0.4008 -4.9919
Cl -2.1531 -0.2425 1.1156
C -0.7755 0.7749 0.7759
Cl -0.8052 1.2898 -0.8731
H -0.8920 1.6616 1.3989
H 0.1589 0.2518 0.9793
Cl -2.1491 4.8530 4.6393
C -1.1266 3.5679 5.2777
Cl -1.3714 2.2696 4.0439
H -0.0559 3.7693 5.2422
H -1.3965 3.2953 6.2980
```

LUMO energy = -0.3 eV
E = -5273.09707 Eh
HOMO energy = -10.1 eV
SMILES = O=C1OC[C@@H](F)O1.O=C1OC[C@@H](F)O1.O=C1OC[C@@H](F)O1.O=C1OC[C@@H](F)O1.O=C1OC[C@@H](F)O1.C[C@H]1COC(=O)O1.C[C@H]1COC(=O)O1.C[C@H]1COC(=O)O1.ClCCl.ClCCl

=====

[4]
A molecular structure, C29H37ClN6OPt in a non-equilibrium geometry, computed with ωB97M-V/def2-TZVPD.

Structure (XYZ):
```
75
C29H37ClN6OPt ωB97M-V/def2-TZVPD
Pt 1.2362 2.7424 0.7179
C 4.8329 5.7451 3.7009
N 3.6380 5.4155 2.8968
C 2.7366 6.3275 2.3815
C 1.8084 5.6066 1.7140
N 2.1268 4.2488 1.8349
C 3.2550 4.1947 2.5438
H 4.5909 6.5610 4.3736
H 5.6500 6.0374 3.0474
H 5.1202 4.8755 4.2835
H 2.8398 7.3908 2.5363
H 0.9397 5.9605 1.1899
H 3.7732 3.2955 2.8407
C 0.7639 -2.0076 -2.3035
C -0.2247 -2.9891 -1.6467
C -1.4673 -2.2256 -1.1718
C -0.6636 -3.9682 -2.7475
C 0.4682 -3.7822 -0.4975
O 1.5021 -4.6095 -1.0755
C -0.4546 -4.7182 0.3239
C -1.1933 -4.2590 1.5941
C -2.5645 -3.6188 1.4317
C -3.5170 -4.1486 0.5770
C -4.7841 -3.5852 0.4633
C -5.1085 -2.4815 1.2251
Cl -6.6866 -1.7610 1.0830
C -4.1928 -1.9533 2.1087
C -2.9274 -2.5278 2.2051
C 1.3918 -2.9546 0.4310
N 0.9968 -1.5967 0.8598
C 1.6409 -0.4735 0.5992
N 1.0486 0.5420 1.2364
C -0.0101 -0.0719 1.8692
N -0.0508 -1.3587 1.6811
H 0.3862 -1.7166 -3.2871
H 1.7451 -2.4655 -2.4540
H 0.8811 -1.0836 -1.7224
H -1.7096 -1.4516 -1.9073
H -1.3484 -1.7522 -0.1937
H -2.3384 -2.8745 -1.1002
H -1.3318 -3.4505 -3.4404
H -1.2182 -4.8249 -2.3564
H 0.1838 -4.3337 -3.3312
H 1.0904 -5.3297 -1.5663
H 0.2227 -5.5146 0.6364
H -1.1678 -5.1824 -0.3605
H -0.5616 -3.6018 2.1922
H -1.3290 -5.1546 2.2031
H -3.2873 -5.0290 -0.0184
H -5.5200 -4.0077 -0.2095
H -4.4726 -1.1083 2.7275
H -2.2085 -2.1162 2.9074
H 2.3321 -2.8297 -0.0970
H 1.5945 -3.5354 1.3279
H 2.5332 -0.4214 -0.0074
H -0.7082 0.4366 2.5212
C -0.7268 3.4322 0.5577
C -0.7194 3.0947 -0.8320
C -0.4500 4.1004 -1.7873
C -0.3633 3.7828 -3.1168
C -0.5370 2.4457 -3.5119
C -0.8346 1.4433 -2.5881
C -0.9381 1.7642 -1.2498
C -0.4095 2.0956 -4.9102
N -0.2822 1.8103 -6.0163
H -1.2147 2.7589 1.2635
H -0.7312 4.4802 0.8393
H -0.3137 5.1266 -1.4614
H -0.1690 4.5434 -3.8625
H -0.9950 0.4321 -2.9338
H -1.1912 0.9989 -0.5224
C 2.2741 2.7942 -0.9816
H 2.3389 3.8391 -1.2614
H 1.7418 2.1814 -1.7041
H 3.2390 2.3705 -0.6918
```

LUMO energy = -8.3 eV
Total charge = +2
E = -2109.90460 Eh
HOMO energy = -12.6 eV
Energy relative to the best compared isomer or geometry (same formula, charge and spin) = 281.6 kJ/mol